(1)
{
  "formula": "C3H5NOS2",
  "method": "wB97M-V/def2-TZVPD",
  "total_charge": 0,
  "relative_energy_kj_mol": 201.7,
  "homo_energy_ev": -8.6492,
  "multiplicity": 1,
  "smiles": "CO/C(C=S)=N\\S",
  "orbital_gap_ev": 7.6,
  "symbols": ["C", "C", "C", "H", "H", "H", "H", "H", "N", "O", "S", "S"],
  "positions_angstrom": [[0.9057, 0.0047, -1.3684], [-0.4336, 0.0318, 0.6306], [-1.4742, -0.7658, -0.0555], [1.9047, 0.3476, -1.5867], [0.2149, 0.3690, -2.1108], [0.8958, -1.0900, -1.3005], [-1.5797, -0.5459, -1.1293], [1.4345, 1.4929, 1.7747], [-0.5453, 0.2564, 1.8833], [0.5797, 0.5586, -0.0966], [-2.4509, -1.8513, 0.6296], [0.5484, 1.1920, 2.7297]],
  "lowdin_charge": [-0.06, -0.58, -0.61, 0.09, 0.09, 0.11, 0.05, -0.15, -0.33, -0.13, 0.73, 0.78]
}


(2)
{
  "formula": "C37H70N2O5SSi",
  "method": "wB97M-V/def2-TZVPD",
  "total_charge": 0,
  "homo_energy_ev": [-8.7971, -8.8256],
  "multiplicity": 3,
  "orbital_gap_ev": [9.1, 8.3],
  "symbols": ["C", "O", "C", "C", "C", "C", "C", "C", "C", "C", "C", "C", "Si", "C", "C", "C", "C", "C", "C", "C", "C", "S", "O", "O", "H", "H", "H", "H", "H", "H", "H", "H", "H", "H", "H", "H", "H", "H", "H", "H", "H", "H", "H", "H", "H", "H", "H", "H", "H", "H", "H", "H", "H", "H", "H", "H", "H", "H", "C", "C", "C", "C", "C", "C", "N", "O", "C", "C", "C", "H", "H", "H", "H", "H", "H", "H", "H", "H", "H", "H", "H", "H", "H", "H", "H", "H", "H", "C", "C", "C", "C", "C", "C", "N", "O", "C", "C", "C", "H", "H", "H", "H", "H", "H", "H", "H", "H", "H", "H", "H", "H", "H", "H", "H", "H", "H"],
  "positions_angstrom": [[1.0237, 1.8998, 1.7567], [1.1702, 3.2718, 1.3348], [-0.1390, 3.8669, 1.0260], [-0.8772, 4.2936, 2.3851], [-1.5112, 5.7646, 2.3799], [-2.6279, 6.0224, 1.2552], [-3.5021, 4.7393, 0.8566], [-4.7222, 4.4566, 1.9069], [-4.5606, 3.0616, 2.7020], [-5.7156, 1.9757, 2.3160], [-4.9593, 0.6910, 1.7044], [-5.9425, -0.4172, 1.0661], [-5.8916, -0.2549, -0.8538], [-4.4684, -1.3804, -1.5638], [-3.3580, -0.4637, -2.2572], [-2.2883, 0.3089, -1.4514], [-1.2524, 1.2220, -2.1930], [-1.3063, 1.3541, -3.7351], [-2.3676, 0.5683, -4.5527], [-3.3700, -0.3402, -3.8052], [-5.7003, 1.5967, -1.4314], [-6.4696, 1.6571, -3.1420], [-7.8801, 2.1941, -3.0230], [-5.6038, 2.4286, -4.1131], [1.8495, 1.5606, 2.4912], [1.1065, 1.1701, 0.8628], [0.0063, 1.6656, 2.2474], [0.0928, 4.7392, 0.3183], [-0.7288, 3.0460, 0.4595], [-0.0797, 4.2860, 3.2238], [-1.6275, 3.4703, 2.6806], [-0.6441, 6.4991, 2.1670], [-1.8604, 6.0204, 3.4512], [-2.1950, 6.5536, 0.3251], [-3.3680, 6.7878, 1.7044], [-2.8967, 3.7975, 0.6313], [-4.0357, 5.0104, -0.1324], [-4.8532, 5.3493, 2.6261], [-5.7024, 4.3712, 1.2981], [-4.7507, 3.3100, 3.8157], [-3.5493, 2.5491, 2.5414], [-6.3067, 1.6439, 3.2509], [-6.4796, 2.3823, 1.5713], [-4.3428, 0.2234, 2.5548], [-4.2389, 1.0852, 0.8943], [-7.0066, -0.3077, 1.4976], [-5.5249, -1.4456, 1.3601], [-7.1815, -0.7203, -1.3716], [-4.9530, -2.0009, -2.3912], [-4.0117, -2.0596, -0.7553], [-2.2209, 0.2364, -0.3194], [-0.4558, 1.7825, -1.6052], [-0.5528, 2.0500, -4.2318], [-2.4073, 0.6784, -5.6943], [-4.1440, -0.9271, -4.4140], [-6.2046, 2.3198, -0.7011], [-4.6108, 1.9230, -1.5254], [-6.5421, 0.3449, -3.6335], [-1.0418, -3.8946, 1.6884], [0.1461, -3.3108, 0.8820], [1.1043, -4.4553, 0.4950], [1.8879, -4.9950, 1.6872], [2.6141, -3.8736, 2.4230], [1.7203, -2.6657, 2.7797], [0.8330, -2.2315, 1.6585], [1.5969, -1.5219, 0.7846], [0.8522, -2.9868, 4.0178], [2.6511, -1.5256, 3.2798], [-0.5321, -2.7618, -0.3997], [-1.7422, -4.4184, 1.0308], [-0.7467, -4.6345, 2.4315], [-1.6062, -3.1038, 2.1903], [1.8144, -4.1094, -0.2647], [0.5438, -5.2752, 0.0345], [1.2272, -5.5302, 2.3776], [2.6181, -5.7315, 1.3372], [3.0709, -4.2820, 3.3304], [3.4466, -3.5412, 1.7897], [0.1378, -2.1810, 4.2150], [1.4712, -3.0893, 4.9149], [0.3026, -3.9222, 3.9409], [3.4313, -1.2750, 2.5558], [3.1682, -1.8203, 4.1978], [2.0821, -0.6173, 3.5002], [-1.2588, -1.9813, -0.1538], [-1.0673, -3.5571, -0.9271], [0.1800, -2.3504, -1.1195], [3.8566, -1.8458, -2.8441], [4.9651, -2.1458, -1.8033], [4.6789, -1.3449, -0.5171], [4.9306, 0.1499, -0.6867], [6.3356, 0.4157, -1.2177], [6.7075, -0.4093, -2.4689], [6.3177, -1.8480, -2.3692], [7.2363, -2.4672, -1.5782], [6.0585, 0.2053, -3.7301], [8.2298, -0.2194, -2.7199], [4.7776, -3.6574, -1.5127], [2.9269, -2.3627, -2.5869], [3.5851, -0.7926, -2.9051], [4.1467, -2.1884, -3.8411], [5.3048, -1.7157, 0.3037], [3.6425, -1.4988, -0.2010], [4.1864, 0.5969, -1.3545], [4.8073, 0.6500, 0.2793], [6.4386, 1.4850, -1.4300], [7.0457, 0.1990, -0.4097], [6.2249, -0.4305, -4.6056], [6.4952, 1.1827, -3.9594], [4.9901, 0.3848, -3.6339], [8.8331, -0.4807, -1.8467], [8.4586, 0.8259, -2.9488], [8.5704, -0.8233, -3.5662], [4.9225, -4.2517, -2.4207], [3.7674, -3.8577, -1.1441], [5.4594, -4.0334, -0.7454]],
  "mulliken_spin": [0.00, 0.00, 0.00, 0.00, 0.00, 0.00, 0.00, 0.00, 0.00, 0.00, 0.00, 0.00, 0.00, 0.00, 0.00, 0.00, 0.00, 0.00, 0.00, 0.00, 0.00, 0.00, 0.00, 0.00, 0.00, 0.00, 0.00, 0.00, 0.00, 0.00, 0.00, 0.00, 0.00, 0.00, 0.00, 0.00, 0.00, 0.00, 0.00, 0.00, 0.00, 0.00, 0.00, 0.00, 0.00, 0.00, 0.00, 0.00, 0.00, 0.00, 0.00, 0.00, 0.00, 0.00, 0.00, 0.00, 0.00, 0.00, 0.00, 0.05, 0.02, -0.02, 0.02, 0.03, 0.32, 0.61, 0.00, -0.01, -0.02, 0.00, 0.00, -0.01, -0.01, 0.00, 0.00, 0.00, 0.00, 0.00, 0.00, 0.00, 0.00, 0.00, 0.00, 0.00, 0.01, 0.00, 0.00, 0.04, 0.01, -0.02, -0.02, 0.03, 0.03, 0.29, 0.62, 0.01, -0.01, -0.01, 0.01, 0.00, -0.02, -0.01, 0.03, 0.00, 0.00, 0.00, 0.00, -0.01, 0.00, 0.00, 0.00, 0.00, 0.00, -0.01, 0.01, 0.00]
}


no.,total energy (Ha)
1,-1043.61242
2,-2624.76779